ORCA calculation (ωB97M-V with the def2-TZVPD basis set) on a structure of composition C28H37InN2O3P2S.

calculated total energy: -2694.98128 Ha
LUMO level: -6.325 eV
strongest force on any atom: 0.5 eV/A
charge: +2
Kohn-Sham gap: 7.0 eV
relative energy (zero: lowest compared OMol25 entry of this formula, charge and spin): 0.00 kJ/mol

Geometry as XYZ:
```
74
Properties=species:S:1:pos:R:3:mulliken_charge:R:1
In -0.77 1.10 0.25 0.53
C 3.10 -0.33 -4.38 -0.76
C 2.69 0.99 -4.23 -0.73
C 2.38 1.48 -2.97 -0.60
C 2.46 0.66 -1.85 0.93
C 2.85 -0.67 -2.02 -0.52
C 3.18 -1.16 -3.27 -0.78
P 2.03 1.23 -0.18 1.03
C 3.56 1.29 0.79 0.67
C 4.76 0.73 0.35 -0.38
C 5.88 0.78 1.16 -0.73
C 5.81 1.38 2.41 -0.51
C 4.61 1.94 2.85 -0.70
C 3.49 1.89 2.05 -0.61
C 1.40 2.91 -0.37 -0.05
C 2.16 4.04 -0.66 -0.40
C 1.51 5.24 -0.89 -0.67
C 0.12 5.33 -0.83 -0.70
C -0.65 4.21 -0.52 -0.50
C 0.00 3.00 -0.28 0.43
H 3.36 -0.70 -5.36 0.42
H 2.63 1.64 -5.09 0.44
H 2.07 2.52 -2.87 0.39
H 2.92 -1.33 -1.16 0.48
H 3.52 -2.18 -3.39 0.55
H 4.83 0.29 -0.64 0.47
H 6.81 0.36 0.82 0.44
H 6.68 1.42 3.04 0.42
H 4.56 2.42 3.82 0.44
H 2.56 2.33 2.39 0.41
H 3.24 3.98 -0.72 0.50
H 2.09 6.13 -1.11 0.44
H -0.37 6.27 -1.01 0.41
H -1.72 4.29 -0.45 0.42
C -6.25 2.28 -0.68 -0.93
N -5.80 1.09 0.02 -0.02
C -6.77 0.22 0.71 -0.64
C -5.88 -0.86 1.34 -0.62
N -4.53 -0.41 0.98 0.27
C -4.56 0.70 0.24 0.90
S -3.21 1.55 -0.41 -0.62
H -7.13 2.02 -1.27 0.32
H -5.47 2.63 -1.35 0.32
H -6.51 3.07 0.02 0.34
H -7.48 -0.18 -0.01 0.36
H -7.31 0.80 1.46 0.33
H -6.07 -1.85 0.92 0.37
H -5.98 -0.92 2.42 0.35
H -3.67 -0.87 1.24 0.10
C 0.48 -3.29 -2.29 -1.33
C -0.35 -2.23 -1.63 0.03
O -0.15 -2.34 -0.18 -0.02
P -0.66 -1.37 0.92 -0.14
O 0.35 -1.48 2.11 -0.30
C 1.76 -1.90 2.05 0.58
C 1.90 -3.32 2.50 -1.41
O -2.02 -1.90 1.51 -0.46
C -2.11 -3.22 2.19 -0.10
C -3.20 -4.03 1.55 -1.08
H 0.39 -3.20 -3.37 0.40
H 0.13 -4.28 -2.00 0.40
H 1.53 -3.19 -2.02 0.24
H -1.41 -2.39 -1.82 0.34
H -0.07 -1.22 -1.94 0.14
H 2.28 -1.20 2.69 0.39
H 2.11 -1.76 1.02 -0.26
H 1.46 -3.46 3.49 0.35
H 2.95 -3.58 2.56 0.44
H 1.42 -4.01 1.80 0.28
H -2.31 -2.99 3.24 0.31
H -1.14 -3.71 2.12 0.26
H -4.18 -3.55 1.67 0.22
H -3.25 -5.00 2.03 0.42
H -3.01 -4.18 0.49 0.27
```

ORCA calculation (ωB97M-V with the def2-TZVPD basis set) on the ion C28H37N2O2 with charge +1 in a non-equilibrium geometry.

calculated total energy: -1348.92413 Ha
LUMO level: -3.461 eV
strongest force on any atom: 1.4 eV/A
charge: +1
Kohn-Sham gap: 7.1 eV
structure (SMILES): CCOc1ccc(-c2cc(C)[n+](CCN(CC)CC)c(-c3ccc(OCC)cc3)c2)cc1

Geometry as XYZ:
```
69
Properties=species:S:1:pos:R:3:mulliken_charge:R:1
C -8.60 -0.56 -0.62 -1.02
C -8.00 -1.86 -0.11 -0.43
O -6.73 -2.13 -0.67 -0.45
C -5.63 -1.50 -0.24 0.86
C -5.57 -0.60 0.82 -0.49
C -4.36 -0.02 1.17 -0.95
C -3.18 -0.34 0.50 0.16
C -1.91 0.26 0.88 0.94
C -1.83 1.53 1.47 -0.88
C -0.62 2.11 1.76 0.84
C -0.58 3.45 2.42 -1.75
N 0.54 1.46 1.49 0.38
C 1.79 2.18 1.53 -1.09
C 2.00 3.09 0.26 -1.13
N 2.37 2.41 -0.93 0.59
C 3.65 1.75 -0.98 0.16
C 4.38 2.01 -2.29 -1.53
C 1.32 1.93 -1.81 -0.20
C 0.98 2.96 -2.89 -1.48
C 0.51 0.16 1.05 0.38
C 1.72 -0.64 0.95 -0.18
C 2.00 -1.37 -0.21 -1.20
C 3.11 -2.18 -0.30 -0.39
C 3.98 -2.31 0.78 0.69
O 5.10 -3.05 0.81 -0.46
C 5.46 -3.87 -0.29 -0.39
C 4.65 -5.17 -0.34 -1.05
C 3.69 -1.61 1.96 -0.96
C 2.59 -0.79 2.04 -0.08
C -0.70 -0.42 0.72 -0.75
C -3.25 -1.26 -0.55 -0.57
C -4.45 -1.82 -0.92 -0.83
H -7.99 0.30 -0.34 0.34
H -8.67 -0.59 -1.71 0.31
H -9.60 -0.43 -0.21 0.36
H -8.62 -2.70 -0.42 0.32
H -7.95 -1.86 0.99 0.34
H -6.45 -0.34 1.38 0.39
H -4.34 0.65 2.02 0.41
H -2.73 2.09 1.67 0.49
H -0.07 4.20 1.81 0.32
H -0.06 3.39 3.38 0.37
H -1.59 3.80 2.61 0.43
H 1.83 2.81 2.42 0.44
H 2.62 1.47 1.56 0.59
H 2.79 3.80 0.53 0.31
H 1.08 3.65 0.06 0.48
H 4.26 2.14 -0.16 0.44
H 3.55 0.66 -0.83 -0.21
H 4.48 3.07 -2.46 0.37
H 3.84 1.57 -3.13 0.32
H 5.37 1.56 -2.26 0.45
H 1.66 1.00 -2.28 0.38
H 0.41 1.70 -1.24 0.02
H 0.20 2.57 -3.54 0.45
H 1.86 3.18 -3.49 0.33
H 0.64 3.88 -2.44 0.28
H 1.34 -1.27 -1.06 0.44
H 3.29 -2.71 -1.23 0.47
H 5.38 -3.32 -1.23 0.32
H 6.51 -4.10 -0.11 0.32
H 4.77 -5.71 0.59 0.32
H 5.01 -5.79 -1.15 0.37
H 3.59 -4.97 -0.49 0.33
H 4.35 -1.74 2.80 0.47
H 2.37 -0.30 2.98 0.51
H -0.69 -1.44 0.38 1.01
H -2.36 -1.50 -1.11 0.55
H -4.50 -2.51 -1.75 0.43
```